The following is a DFT calculation (ωB97M-V/def2-TZVPD) of a molecular structure, C40H40Cl2GeN3O4STl.

Output
HOMO-LUMO gap = 4.90 eV
Net charge = -2

```
92
Properties=species:S:1:pos:R:3:forces:R:3
Tl -1.765 1.481 -0.428 -0.06 0.06 0.15
Cl -2.127 4.200 1.391 0.01 0.04 0.04
C -1.579 3.805 2.986 -0.05 0.04 -0.05
C -1.428 4.842 3.891 0.02 -0.03 0.03
C -0.993 4.589 5.183 -0.01 -0.04 -0.05
C -0.708 3.282 5.546 -0.01 0.09 0.03
C -0.864 2.263 4.626 0.06 -0.09 0.07
Cl -0.455 0.654 5.166 0.01 0.00 0.02
C -1.312 2.458 3.305 0.11 0.03 -0.10
S -1.486 1.101 2.242 -0.21 -0.12 -0.04
H -1.656 5.847 3.565 -0.01 0.04 0.00
H -0.874 5.396 5.893 0.00 0.02 0.01
H -0.360 3.038 6.541 0.00 0.01 0.01
O -2.185 -2.485 1.266 0.14 -0.33 0.31
C -2.269 -1.559 0.519 -0.13 -0.07 -0.17
N -2.406 -0.704 -0.293 0.15 0.29 -0.09
C -4.464 0.709 -2.048 0.06 -0.01 -0.14
C -4.585 2.091 -2.613 -0.16 -0.11 0.06
C -5.633 2.368 -3.478 -0.04 -0.09 -0.01
C -5.843 3.614 -4.049 -0.03 0.06 -0.06
C -4.935 4.623 -3.718 0.00 0.01 -0.06
C -3.877 4.406 -2.866 -0.06 0.05 0.01
C -2.920 5.516 -2.549 0.00 0.02 0.00
C -3.648 3.114 -2.244 0.18 0.02 -0.26
N -2.567 3.073 -1.474 -0.01 0.17 0.30
H -5.201 0.046 -2.510 0.00 0.00 0.01
H -4.618 0.670 -0.968 0.02 0.03 0.08
H -3.476 0.270 -2.211 -0.09 -0.03 -0.09
H -6.319 1.555 -3.710 0.00 0.01 -0.01
H -6.674 3.796 -4.719 -0.01 0.00 -0.02
H -5.051 5.616 -4.149 0.00 -0.01 0.00
H -3.104 6.379 -3.196 -0.01 0.01 0.02
H -1.888 5.181 -2.661 0.04 -0.02 -0.03
H -3.010 5.832 -1.505 0.02 -0.01 0.05
C -2.382 -0.963 -5.100 -0.11 -0.03 -0.03
N -1.445 -0.451 -4.129 0.05 0.02 -0.10
C -0.877 -1.377 -3.164 0.01 -0.06 0.05
C -1.216 0.881 -3.986 -0.23 0.17 0.05
C -1.832 1.804 -5.017 0.02 -0.03 0.04
O -0.569 1.327 -3.054 0.33 -0.06 -0.04
H -2.533 -2.023 -4.903 0.00 0.01 -0.01
H -2.018 -0.857 -6.127 -0.01 0.00 0.00
H -3.354 -0.470 -5.024 -0.01 -0.01 -0.02
H -0.511 -2.262 -3.689 0.01 0.00 0.00
H -1.612 -1.667 -2.409 0.03 -0.02 -0.02
H -0.053 -0.895 -2.642 -0.02 -0.02 0.02
H -1.572 1.517 -6.039 0.01 -0.01 0.01
H -1.479 2.808 -4.800 0.00 0.01 -0.02
H -2.920 1.803 -4.922 -0.05 0.02 0.02
O 0.453 1.991 -0.231 -0.06 0.24 -0.04
C 1.095 0.943 0.070 0.08 -0.01 -0.06
O 0.699 -0.215 -0.111 -0.02 -0.08 0.02
C 2.436 1.146 0.773 -0.04 0.07 0.01
C 2.509 0.194 1.962 0.07 -0.13 -0.05
Ge 2.694 -1.721 1.562 0.05 -0.01 0.17
C 4.648 -2.111 1.645 -0.09 0.06 0.00
C 5.617 -1.113 1.697 0.01 0.06 -0.04
C 6.971 -1.419 1.784 0.03 0.04 0.00
C 7.382 -2.741 1.825 0.06 -0.01 0.00
C 6.432 -3.752 1.772 0.04 -0.06 -0.01
C 5.086 -3.435 1.680 -0.07 -0.06 0.04
C 2.129 -2.660 -0.051 0.15 0.03 -0.04
C 3.049 -2.928 -1.061 0.05 -0.01 0.08
C 2.675 -3.620 -2.206 0.02 -0.02 -0.06
C 1.372 -4.067 -2.349 0.00 -0.03 0.01
C 0.442 -3.796 -1.352 -0.01 -0.05 0.03
C 0.816 -3.092 -0.219 -0.17 0.05 -0.03
C 2.019 -2.659 3.159 0.08 0.08 -0.03
C 2.434 -2.178 4.402 0.01 0.05 0.01
C 2.031 -2.780 5.582 0.02 0.02 0.05
C 1.195 -3.887 5.543 -0.03 -0.04 0.02
C 0.771 -4.378 4.319 -0.02 -0.03 0.03
C 1.181 -3.768 3.140 -0.05 -0.08 -0.10
H 2.486 2.186 1.101 0.04 -0.04 0.00
H 3.253 0.980 0.063 -0.03 -0.03 -0.04
H 1.602 0.312 2.561 -0.01 -0.08 0.02
H 3.359 0.425 2.611 0.00 0.08 0.02
H 5.321 -0.072 1.661 -0.03 0.04 0.01
H 7.703 -0.621 1.820 0.01 0.01 0.00
H 8.435 -2.984 1.895 0.00 0.00 0.00
H 6.742 -4.790 1.804 0.00 -0.01 0.00
H 4.357 -4.237 1.638 -0.02 -0.01 0.00
H 4.075 -2.592 -0.960 0.01 -0.01 0.00
H 3.404 -3.806 -2.987 0.01 0.00 -0.01
H 1.077 -4.611 -3.238 -0.01 0.00 -0.02
H -0.588 -4.110 -1.464 -0.02 -0.01 0.00
H 0.056 -2.838 0.509 0.00 -0.03 0.03
H 3.081 -1.308 4.454 0.01 0.02 -0.01
H 2.359 -2.378 6.534 0.00 0.00 0.00
H 0.867 -4.356 6.464 0.00 0.00 -0.01
H 0.105 -5.230 4.275 -0.01 -0.01 0.00
H 0.824 -4.162 2.197 0.01 0.01 0.00
```
Positions in Å, forces in eV/Å.



The following is a DFT calculation (ωB97M-V/def2-TZVPD) of 2 unconnected molecules or ions with the total composition C4H12 in a non-equilibrium geometry.

Output
HOMO-LUMO gap (alpha / beta) = 2.77 / 11.90 eV
2S+1 = 2
Net charge = -1

```
16
Properties=species:S:1:pos:R:3:forces:R:3
C 0.883 -1.240 -1.038 0.27 0.73 1.07
C 1.303 -0.993 -2.519 -1.21 -0.14 1.82
H -0.048 -1.738 -0.770 -0.17 -0.03 -0.58
H 1.621 -1.746 -0.414 0.33 -0.60 -0.50
H 0.872 -0.311 -0.455 -0.38 0.21 -0.60
H 1.276 0.083 -2.654 0.66 0.20 -0.24
H 0.526 -1.340 -3.201 0.43 -0.56 -0.16
H 2.280 -1.459 -2.563 0.14 0.16 -1.00
C -1.836 1.132 1.605 -0.64 1.35 0.85
C -0.333 0.995 1.729 0.32 -0.01 0.89
H -2.122 1.952 0.932 0.02 -0.92 -0.86
H -2.337 0.174 1.484 -0.17 0.21 -0.42
H -2.265 1.621 2.497 0.26 -0.58 0.37
H 0.168 1.859 1.288 0.18 -0.19 -0.05
H 0.037 0.079 1.294 0.04 0.03 -0.40
H -0.025 0.930 2.785 -0.07 0.15 -0.19
```
Positions in Å, forces in eV/Å.



- What is the formula in the second record?
  C4H12



- Among the records above, which one has the highest net charge?
  C4H12